1.
117
Properties=species:S:1:pos:R:3:forces:R:3:lowdin_charge:R:1 method="wB97M-V/def2-TZVPD" homo_lumo_gap_ev="5.228 / 5.231" multiplicity=2 total_charge=-2 homo_ev="-1.4 / -1.4" s2=0.76
Ag 0.4446 1.2675 0.2793 0.38 0.13 0.66 0.545
N 4.0485 0.0740 -2.0058 -0.31 -0.13 0.10 0.197
C 4.2500 1.3334 -1.5946 0.02 0.14 0.08 -0.445
N 5.5059 1.8023 -1.5673 -0.02 -0.15 -0.02 0.168
C 5.5875 3.0700 -1.1939 -0.02 0.12 0.02 -0.472
N 6.8478 3.6207 -1.1197 -0.09 0.01 0.02 0.120
N 4.5705 3.8790 -0.9068 -0.03 0.12 0.07 0.159
C 3.3651 3.2960 -0.9460 0.15 -0.08 -0.04 -0.276
N 3.1542 2.0364 -1.2575 -0.17 -0.12 -0.13 0.184
C 2.1900 4.1583 -0.6133 -0.32 0.36 0.22 -0.242
C 2.4269 5.4927 -0.2842 0.10 -0.12 -0.06 -0.033
C 1.3669 6.3105 0.0586 -0.02 -0.02 -0.02 -0.078
C 0.0980 5.7676 0.0644 0.06 0.11 -0.02 -0.066
C -0.0488 4.4345 -0.2809 -0.28 -0.22 -0.04 -0.180
N 0.9549 3.6321 -0.6233 0.66 0.27 -0.14 0.059
H 4.8428 -0.5384 -2.0508 0.01 -0.01 0.04 0.107
H 3.1432 -0.3185 -1.7645 0.02 -0.08 -0.10 0.085
H 7.5883 2.9481 -1.0104 -0.01 -0.01 -0.01 0.081
H 6.8920 4.4293 -0.5213 0.04 0.00 -0.03 0.084
H 3.4429 5.8525 -0.2943 0.04 0.03 0.03 0.093
H 1.5318 7.3451 0.3344 0.03 -0.01 0.00 0.098
H -0.7661 6.3526 0.3512 -0.02 -0.05 -0.01 0.102
H -1.0268 3.9682 -0.2799 0.07 0.00 0.03 0.085
N -4.1380 -5.0934 1.3511 0.02 -0.01 0.17 0.081
C -3.8200 -3.7407 1.5678 -0.08 0.08 0.06 -0.343
C -4.8293 -2.7901 1.6997 0.02 -0.08 -0.05 -0.041
C -4.5136 -1.4601 1.9416 0.02 0.03 0.01 -0.069
C -3.1886 -1.0797 2.0527 0.04 0.05 -0.04 -0.285
C -2.1724 -2.0210 1.9179 0.00 0.03 0.03 -0.063
C -2.4859 -3.3447 1.6822 0.05 -0.01 0.07 -0.047
S -2.7152 0.6011 2.3797 0.05 -0.09 -0.14 0.528
O -3.9392 1.3561 2.5650 -0.06 -0.07 -0.13 -0.370
O -1.8004 0.5203 3.4805 0.14 0.06 0.03 -0.284
N -1.9034 1.0410 1.0744 -0.47 0.26 -0.28 -0.183
C -2.5287 1.5199 -0.0201 -0.37 -0.03 0.11 -0.753
S -4.2843 1.5146 -0.3290 0.22 0.01 0.04 0.996
C -3.9986 2.1726 -1.9071 -0.11 -0.06 0.15 -0.444
C -2.6757 2.3753 -2.0758 0.23 -0.03 0.00 -0.310
N -1.8518 2.0034 -1.0444 -0.21 0.04 0.14 -0.065
H -5.0133 -5.2281 0.8715 -0.02 0.00 -0.08 0.076
H -3.3948 -5.6056 0.9019 0.00 -0.03 -0.05 0.069
H -5.8657 -3.0975 1.6005 0.01 0.01 0.02 0.101
H -5.2862 -0.7092 2.0508 0.02 -0.02 -0.02 0.103
H -1.1379 -1.7025 1.9999 -0.03 -0.07 -0.03 0.112
H -1.6888 -4.0700 1.5549 -0.01 0.05 0.04 0.116
H -4.8094 2.3931 -2.5839 0.06 0.02 0.01 0.043
H -2.2232 2.8117 -2.9590 -0.02 -0.05 0.01 0.099
C -4.9964 -4.6212 -5.4018 0.08 0.06 0.03 -0.072
C -3.9809 -3.8851 -4.5641 0.01 0.01 0.01 -0.294
C -3.4170 -4.4586 -3.4359 -0.01 -0.01 -0.08 -0.038
C -2.5052 -3.7609 -2.6420 0.19 -0.01 0.19 -0.295
C -1.9423 -4.4509 -1.4195 -0.11 0.08 -0.15 -0.078
C -2.1434 -2.4475 -2.9581 -0.17 -0.13 0.19 -0.264
Te -0.8271 -1.1850 -1.4814 -0.04 -0.25 -0.89 1.633
N 0.9427 -0.8831 -0.3338 0.04 -0.50 0.21 -0.278
C 1.4306 -2.0081 0.1797 -0.20 0.01 -0.50 -0.669
O 0.9444 -3.1634 0.0623 0.07 0.22 0.10 -0.111
C 2.7793 -1.9055 0.8705 0.06 0.06 0.05 -0.149
C 3.4167 -3.0841 1.2476 0.06 -0.07 0.02 -0.038
C 4.6632 -3.0531 1.8568 0.01 0.07 0.00 -0.106
C 5.2955 -1.8362 2.0849 -0.01 -0.05 -0.02 -0.116
C 4.6731 -0.6578 1.6963 0.02 0.01 0.06 -0.092
C 3.4205 -0.6917 1.0994 -0.02 0.04 0.12 -0.072
C 0.5528 -1.3722 -3.1131 0.03 0.12 0.01 -0.377
C 0.9363 -2.6668 -3.4668 0.03 -0.05 0.03 -0.116
C 1.8066 -2.8964 -4.5199 0.02 0.03 0.00 -0.100
C 2.3066 -1.8190 -5.2418 -0.03 0.03 0.04 -0.110
C 1.9424 -0.5321 -4.8831 0.04 -0.06 -0.07 -0.078
C 1.0718 -0.2819 -3.8194 -0.10 0.06 0.06 -0.325
C 0.7078 1.1504 -3.5187 0.05 -0.06 -0.02 -0.080
C -2.6945 -1.8687 -4.1143 -0.01 0.03 0.05 -0.285
C -2.3270 -0.4795 -4.5730 0.01 -0.10 0.07 -0.063
C -3.5968 -2.5910 -4.8926 0.01 -0.03 -0.01 -0.039
H -5.0707 -5.6666 -5.0993 -0.01 0.00 0.00 0.063
H -4.7294 -4.5901 -6.4608 -0.02 -0.02 0.00 0.069
H -5.9846 -4.1661 -5.2988 -0.02 -0.04 -0.02 0.072
H -3.6924 -5.4749 -3.1610 0.03 0.02 0.00 0.104
H -1.9219 -5.5358 -1.5558 -0.01 0.00 -0.02 0.077
H -2.5725 -4.2232 -0.5576 0.11 -0.02 -0.13 0.039
H -0.9380 -4.0993 -1.1781 -0.01 -0.05 0.06 0.029
H 2.9140 -4.0212 1.0450 -0.05 0.05 0.03 0.103
H 5.1430 -3.9765 2.1616 -0.01 -0.01 -0.02 0.087
H 6.2633 -1.8100 2.5736 0.00 0.02 -0.03 0.087
H 5.1521 0.2975 1.8776 -0.03 0.01 0.01 0.100
H 2.9249 0.2351 0.8404 -0.04 0.02 -0.01 0.060
H 0.5495 -3.5067 -2.9019 -0.01 0.02 -0.02 0.092
H 2.0893 -3.9106 -4.7794 0.00 0.01 0.02 0.092
H 2.9785 -1.9806 -6.0771 0.01 0.00 0.01 0.088
H 2.3397 0.3110 -5.4409 -0.01 0.00 0.04 0.106
H 1.5994 1.7793 -3.5119 0.00 -0.02 0.01 0.066
H 0.2233 1.2644 -2.5507 -0.03 0.05 0.00 0.008
H 0.0306 1.5351 -4.2883 -0.03 -0.01 0.03 0.076
H -2.2337 0.2007 -3.7275 0.02 0.07 -0.01 0.035
H -3.0811 -0.0853 -5.2582 0.01 0.00 0.04 0.073
H -1.3688 -0.5011 -5.0966 0.05 0.04 0.02 0.077
H -4.0133 -2.1255 -5.7844 0.00 0.01 0.04 0.108
C -0.3994 1.8168 8.4171 0.02 0.00 -0.07 -0.081
C -0.0994 2.0322 6.9544 0.06 -0.08 0.03 -0.299
C -0.4256 3.2121 6.3066 -0.07 0.07 0.03 -0.043
C -0.1020 3.4352 4.9696 0.00 -0.03 0.01 -0.318
C -0.5442 4.7127 4.3095 0.00 -0.07 0.03 -0.117
C 0.5989 2.4552 4.2497 0.05 0.05 -0.20 -0.568
Se 1.1844 2.8443 2.4603 0.12 -0.09 0.02 0.595
C 0.8847 1.2320 4.8801 -0.03 -0.01 0.10 -0.321
C 1.5561 0.1283 4.1263 0.03 0.01 -0.03 -0.099
C 0.5406 1.0450 6.2135 -0.05 0.05 -0.02 -0.036
H -1.0506 2.6007 8.8103 0.00 -0.02 -0.02 0.060
H 0.5233 1.8214 9.0066 -0.04 0.01 0.04 0.066
H -0.8860 0.8523 8.5838 -0.01 0.02 0.01 0.067
H -0.9654 3.9843 6.8523 0.03 -0.01 -0.02 0.098
H -1.0174 5.3819 5.0338 0.01 -0.02 0.00 0.060
H -1.2604 4.4819 3.5149 0.05 0.05 -0.01 0.072
H 0.2986 5.2151 3.8321 -0.03 0.04 -0.01 0.039
H 0.9969 -0.0985 3.2156 0.01 -0.02 -0.01 0.050
H 1.6453 -0.7782 4.7303 -0.01 0.04 0.01 0.072
H 2.5483 0.4518 3.8095 0.08 -0.06 -0.10 0.055
H 0.7669 0.0927 6.6888 0.02 0.01 -0.04 0.106


2.
52
Properties=species:S:1:pos:R:3:forces:R:3:lowdin_charge:R:1 method="wB97M-V/def2-TZVPD" homo_lumo_gap_ev=7.900 total_charge=0 homo_ev=-8.5
C 0.8787 -4.2979 5.4211 0.07 0.00 -0.03 -0.050
C 0.2015 -3.5463 4.3178 -0.07 0.08 0.01 -0.276
C 0.0453 -2.1671 4.3858 0.03 -0.10 0.04 -0.042
C -0.5409 -1.4651 3.3511 -0.14 -0.09 -0.23 -0.041
C -0.9919 -2.1332 2.2153 0.19 -0.24 0.44 -0.180
C -1.5911 -1.4216 1.0837 -0.32 0.16 -0.46 -0.205
C -1.2060 -0.0991 0.7647 -0.20 0.28 -0.36 0.067
C -1.7306 0.5261 -0.3426 -0.04 -0.50 0.45 -0.038
C -1.1323 1.8433 -0.6720 0.32 0.50 0.37 -0.426
O -0.5602 2.5400 0.1317 -0.30 -0.12 -0.08 0.116
O -1.2087 2.1442 -1.9770 -0.20 -0.26 -0.15 0.003
C -0.5773 3.3320 -2.4381 0.02 0.59 0.07 -0.063
C 0.4051 2.9678 -3.5481 -0.17 -0.10 0.39 -0.451
O 0.3837 3.4895 -4.6322 -0.13 0.20 -0.21 0.103
N 1.2601 1.9306 -3.2705 0.28 -0.18 -0.54 0.146
C 1.5550 1.3437 -2.0461 0.27 0.13 0.65 -0.330
N 1.4085 0.0298 -1.9706 -0.22 0.08 -0.47 0.167
C 1.7019 -0.6061 -0.8551 0.24 0.02 0.43 -0.059
C 2.1739 0.0560 0.2714 0.04 0.15 -0.02 -0.095
C 2.5444 -0.6811 1.5269 0.22 -0.25 0.11 -0.590
F 2.0705 -0.0819 2.6281 -0.15 0.30 0.07 0.145
F 2.1052 -1.9431 1.5428 -0.14 -0.07 -0.22 0.154
F 3.8812 -0.7424 1.6858 0.16 0.11 -0.12 0.146
C 2.3737 1.4320 0.2080 -0.14 -0.29 -0.22 -0.004
C 2.0714 2.0910 -0.9701 0.04 -0.51 -0.14 -0.563
Cl 2.4191 3.7654 -1.1287 0.13 0.17 0.06 0.794
C -2.7317 -0.1386 -1.1044 0.09 -0.38 0.26 -0.078
C -3.4452 0.4144 -2.1838 -0.27 0.08 -0.33 -0.016
C -4.3930 -0.3201 -2.8446 0.15 0.28 0.04 -0.069
C -4.6766 -1.6396 -2.4628 0.04 -0.24 0.16 -0.075
C -4.0173 -2.2048 -1.4088 -0.16 0.07 -0.20 -0.011
C -3.0435 -1.4712 -0.6969 -0.03 0.59 -0.45 -0.204
N -2.4556 -2.0774 0.3452 0.22 -0.29 0.54 0.180
C -0.8612 -3.5202 2.1562 0.01 0.17 -0.05 -0.020
C -0.2680 -4.2124 3.1904 0.02 0.05 0.05 -0.037
H 0.7890 -3.7687 6.3668 0.01 -0.02 0.09 0.076
H 1.9399 -4.4072 5.1943 0.07 -0.05 0.06 0.085
H 0.4555 -5.2941 5.5291 0.00 -0.07 0.06 0.077
H 0.3921 -1.6338 5.2592 0.02 0.04 0.11 0.114
H -0.6625 -0.3958 3.4385 0.00 0.12 -0.01 0.114
H -0.4616 0.4143 1.3533 0.04 0.03 0.02 0.114
H -0.0948 3.8426 -1.5972 -0.08 -0.07 -0.27 0.090
H -1.3413 3.9845 -2.8710 0.18 -0.15 0.03 0.147
H 1.5866 1.4228 -4.0843 -0.04 0.12 0.08 0.167
H 1.5519 -1.6761 -0.8639 0.02 -0.09 0.11 0.132
H 2.7696 1.9751 1.0524 0.02 0.07 0.05 0.135
H -3.2488 1.4297 -2.4860 -0.02 -0.01 -0.05 0.109
H -4.9350 0.1209 -3.6680 -0.02 0.07 -0.06 0.105
H -5.4271 -2.1987 -3.0017 -0.05 -0.07 -0.02 0.104
H -4.2261 -3.2094 -1.0767 -0.01 -0.10 0.04 0.112
H -1.2241 -4.0349 1.2804 -0.04 -0.06 -0.07 0.109
H -0.1617 -5.2858 3.1256 0.01 -0.12 -0.01 0.112